(1)
Formula: C10H18Br2N2NbO
Source: OMol25
Level of theory: ωB97M-V with the def2-TZVPD basis set

Computed properties:
Energy above the lowest of the compared OMol25 structures with the same formula, charge and spin (kJ/mol): 168.7
HOMO-LUMO gap (eV): 7.49
2S+1: 1
Net charge: -1

The geometry in XYZ format:
```
34
Properties=species:S:1:pos:R:3:forces:R:3:nbo_charge:R:1
C 1.35660 -3.59985 1.39097 -0.3330 1.2564 0.2948 -0.381
C 0.39460 -3.03382 0.87785 -0.6583 0.7179 0.7889 0.046
C -0.87679 -2.19825 0.45594 1.2960 -2.1993 -0.1279 -0.932
Nb -0.30450 -0.35087 -0.80577 1.4806 0.4038 1.6884 1.678
Br 1.79195 -1.57002 -1.82127 -0.6023 -0.0369 0.0037 -0.364
C -2.15396 0.80204 -0.19712 -0.6994 -0.1944 -0.2212 -0.866
C -3.47855 -0.02430 0.09853 -0.7007 2.9005 0.9353 -0.242
C -4.70821 1.03145 -0.00471 -0.4390 -0.2988 -0.4901 -0.635
Br -3.91206 -1.45829 -1.19200 0.1448 0.1535 0.6718 -0.012
N 0.27890 1.39227 -2.01539 -0.9147 -1.6184 -3.7060 -0.831
C 0.18159 1.08191 -3.23764 0.5595 0.2799 2.1582 0.827
O 0.17517 0.78515 -4.39183 -0.0868 0.7657 1.6901 -0.566
N 0.69442 0.45999 0.86116 0.1199 -0.3511 -2.0714 -0.941
C 2.11277 0.10928 1.06890 1.0665 1.3313 1.3672 -0.231
C 3.03660 1.08647 0.22248 0.5142 1.0055 0.7979 -0.409
C 4.55576 1.13284 0.76073 -1.0807 -0.2546 -0.5990 -0.623
H 2.26611 -3.74670 2.02143 -1.3696 -0.1688 -1.2561 0.236
H -1.51654 -2.91748 -0.14591 0.5647 0.9379 0.7072 0.255
H -1.41231 -1.92497 1.40973 0.5118 -0.2203 -0.9672 0.243
H -1.23108 -0.94462 -2.25302 -0.1080 0.3242 -0.0947 -0.331
H -2.39929 1.58523 -0.99047 0.3969 -1.1464 0.8191 0.231
H -1.89805 1.39994 0.74240 -0.3523 -0.8455 -0.9898 0.230
H -3.50137 -0.37286 1.18027 0.2802 -0.2980 -1.6859 0.215
H -5.37435 0.73963 -0.88055 0.7481 0.4565 1.2003 0.219
H -4.35425 2.08552 -0.20345 -0.1767 -1.2127 0.3145 0.207
H -5.34341 1.05605 0.92714 0.6475 -0.1667 -0.8866 0.200
H 0.62253 1.48608 0.80160 0.0220 -0.4615 0.4504 0.376
H 2.34837 0.37148 2.16508 -0.0747 -0.4055 -1.2151 0.155
H 2.37266 -0.98158 0.98384 -0.6286 1.0988 -0.3838 0.230
H 2.63447 2.13854 0.42429 0.2618 -1.2981 -0.3110 0.176
H 2.98349 0.94935 -0.89158 -0.0217 -0.1559 1.1818 0.234
H 4.99755 2.16713 0.61941 -0.4747 -1.2415 0.2196 0.200
H 4.50377 0.86866 1.86087 0.4854 0.2775 -1.2451 0.199
H 5.15740 0.39459 0.15808 -0.3787 0.6647 0.9617 0.206
```
Positions in Å, forces in eV/Å.


(2)
Formula: CH4N2S
Source: OMol25
Level of theory: ωB97M-V with the def2-TZVPD basis set

Computed properties:
Energy above the lowest of the compared OMol25 structures with the same formula, charge and spin (kJ/mol): 354.8
HOMO-LUMO gap (spin up / spin down) (eV): 8.30 / 8.30
2S+1: 1

The geometry in XYZ format:
```
8
Properties=species:S:1:pos:R:3:forces:R:3:nbo_charge:R:1
C -1.57008 0.03793 0.19342 0.9967 1.6440 -1.0879 -0.296
N -0.27089 0.20633 0.03424 1.8500 3.3714 0.4690 -0.206
N 0.73243 -0.63001 0.10662 -2.2633 -1.1092 0.1085 -0.534
S 2.20528 0.13997 0.12253 1.0532 0.0838 0.0159 0.135
H -1.75640 -0.97448 0.24199 -1.2624 -1.9456 0.3103 0.196
H -2.29098 0.83399 -0.12479 1.1086 -0.9064 0.5978 0.214
H 0.13244 1.22221 0.00954 -1.4753 -1.5584 -0.4003 0.366
H 2.81821 -0.83595 -0.58355 -0.0074 0.4205 -0.0134 0.125
```
Positions in Å, forces in eV/Å.


(3)
Formula: C6H5N2O6Ti
Source: OMol25
Level of theory: ωB97M-V with the def2-TZVPD basis set

Computed properties:
Energy above the lowest of the compared OMol25 structures with the same formula, charge and spin (kJ/mol): 0.0
HOMO-LUMO gap (spin up / spin down) (eV): 7.66 / 7.62
2S+1: 2
Net charge: +2

The geometry in XYZ format:
```
20
Properties=species:S:1:pos:R:3:forces:R:3:mulliken_spin:R:1
O -0.66250 4.75421 2.28527 -0.7454 -0.8280 -2.7929 0.000
C -0.93521 4.42328 1.22108 0.7641 0.7873 2.7733 0.001
Ti 0.98596 0.17872 -0.59646 -1.6323 -1.7510 3.2407 0.963
O -1.93089 0.85227 -1.88690 4.5142 -1.9491 1.4507 0.047
C -0.90069 0.45944 -1.53308 -5.7200 2.1708 -1.8208 -0.022
C 1.27380 -1.42674 -1.83611 1.4679 -5.9163 -5.6864 -0.028
O 1.47241 -2.23742 -2.64334 -0.9901 3.3843 3.6416 0.067
C 3.35677 0.15981 -1.70818 3.6263 2.9102 0.5305 0.003
O 4.32870 0.76382 -1.79395 -3.3147 -2.4338 0.0130 0.003
C 1.15118 1.81828 -1.90010 -0.3105 5.2781 -3.6566 -0.020
O 1.10517 2.73162 -2.61201 0.3427 -3.9690 3.1484 0.045
H 1.20581 1.35091 0.40244 1.2633 2.0684 0.5468 -0.059
N -1.43793 -2.48364 0.68067 0.6651 0.6393 -0.2467 -0.001
C -0.98764 -1.42000 1.36709 -1.5426 -1.0830 1.3995 0.001
N -1.50161 -1.18916 2.58657 0.7399 0.0309 -0.9460 -0.001
O -0.11300 -0.63724 0.90221 1.5549 1.1627 -2.3039 0.002
H -2.01831 -3.13836 1.17217 -0.2777 -0.3210 -0.2876 0.000
H -1.13018 -2.68712 -0.27432 -0.2097 -0.0063 0.9088 0.000
H -1.20668 -0.38338 3.12246 0.0789 -0.1630 -0.0801 0.000
H -2.05517 -1.88932 3.04449 -0.2744 -0.0116 0.1677 0.000
```
Positions in Å, forces in eV/Å.